Computed, not measured: a cluster of 12 separate species, C42H117N9O15 in total at a distorted geometry, with the ωB97M-V functional and the def2-TZVPD basis.

ΔE to the lowest compared entry with this formula, charge and spin = 89.56 kcal/mol
Frontier orbital gap = 0.354 hartree
E = -89565.4232 eV
HOMO energy = -9.14 eV

Last columns: bonded neighbours and bond lengths (Å).
CARTESIAN COORDINATES (ANGSTROEM)
1 C -12.46 7.48 -26.72  O2 1.414, H7 1.090, H8 1.090, H9 1.090
2 O -11.75 8.61 -26.26  C1 1.414, C3 1.433
3 C -11.30 9.52 -27.27  O2 1.433, C4 1.567, H10 1.090, H11 1.090
4 C -9.83 9.12 -27.66  C3 1.567, C5 1.561, N6 1.428, H12 1.090
5 C -8.91 9.31 -26.41  C4 1.561, H13 1.090, H14 1.090, H15 1.090
6 N -9.18 9.64 -28.82  C4 1.428, H16 1.010, H17 1.010
7 H -12.66 6.65 -26.03  C1 1.090
8 H -11.92 7.04 -27.56  C1 1.090
9 H -13.46 7.85 -26.94  C1 1.090
10 H -11.97 9.56 -28.13  C3 1.090
11 H -11.32 10.55 -26.91  C3 1.090
12 H -9.84 8.06 -27.89  C4 1.090
13 H -7.93 8.87 -26.59  C5 1.090
14 H -9.28 8.83 -25.50  C5 1.090
15 H -8.87 10.37 -26.18  C5 1.090
16 H -9.74 9.52 -29.65  N6 1.010
17 H -9.32 10.60 -28.54  N6 1.010
18 C -18.95 4.80 -24.51  O19 1.414, H24 1.090, H25 1.090, H26 1.090
19 O -19.85 4.72 -25.59  C18 1.414, C20 1.438
20 C -21.06 5.50 -25.53  O19 1.438, C21 1.524, H27 1.090, H28 1.090
21 C -22.10 5.06 -24.51  C20 1.524, C22 1.561, N23 1.434, H29 1.090
22 C -22.40 3.53 -24.60  C21 1.561, H30 1.090, H31 1.090, H32 1.090
23 N -23.33 5.79 -24.52  C21 1.434, H33 1.010, H34 1.010
24 H -19.10 4.43 -23.49  C18 1.090
25 H -18.78 5.87 -24.40  C18 1.090
26 H -18.04 4.28 -24.79  C18 1.090
27 H -20.78 6.55 -25.39  C20 1.090
28 H -21.53 5.53 -26.51  C20 1.090
29 H -21.61 5.26 -23.55  C21 1.090
30 H -23.03 3.22 -25.44  C22 1.090
31 H -22.91 3.11 -23.73  C22 1.090
32 H -21.57 2.88 -24.87  C22 1.090
33 H -23.92 5.58 -23.73  N23 1.010
34 H -23.04 6.75 -24.44  N23 1.010
35 C -14.59 4.94 -19.34  O36 1.397, H41 1.090, H42 1.090, H43 1.090
36 O -15.09 4.60 -20.60  C35 1.397, C37 1.386
37 C -14.17 4.56 -21.64  O36 1.386, C38 1.562, H44 1.090, H45 1.090
38 C -14.69 3.89 -22.95  C37 1.562, C39 1.557, N40 1.440, H46 1.090
39 C -15.52 2.59 -22.74  C38 1.557, H47 1.090, H48 1.090, H49 1.090
40 N -13.63 3.46 -23.82  C38 1.440, H50 1.010, H51 1.010
41 H -14.24 5.97 -19.45  C35 1.090
42 H -13.83 4.22 -19.03  C35 1.090
43 H -15.38 4.76 -18.61  C35 1.090
44 H -13.67 5.51 -21.83  C37 1.090
45 H -13.31 3.97 -21.34  C37 1.090
46 H -15.34 4.66 -23.36  C38 1.090
47 H -16.45 2.78 -22.19  C39 1.090
48 H -15.00 1.72 -22.33  C39 1.090
49 H -15.89 2.18 -23.68  C39 1.090
50 H -13.07 4.28 -23.92  N40 1.010
51 H -13.07 2.85 -23.25  N40 1.010
52 C -19.95 5.61 -28.80  O53 1.438, H58 1.090, H59 1.090, H60 1.090
53 O -19.41 5.50 -30.13  C52 1.438, C54 1.413
54 C -19.90 4.39 -30.86  O53 1.413, C55 1.507, H61 1.090, H62 1.090
55 C -19.37 3.07 -30.35  C54 1.507, C56 1.553, N57 1.458, H63 1.090
56 C -17.85 2.79 -30.20  C55 1.553, H64 1.090, H65 1.090, H66 1.090
57 N -19.86 1.99 -31.20  C55 1.458, H67 1.010, H68 1.010
58 H -19.54 6.51 -28.33  C52 1.090
59 H -19.73 4.75 -28.17  C52 1.090
60 H -21.04 5.70 -28.88  C52 1.090
61 H -20.98 4.34 -30.90  C54 1.090
62 H -19.61 4.52 -31.90  C54 1.090
63 H -19.79 2.85 -29.37  C55 1.090
64 H -17.29 3.30 -30.99  C56 1.090
65 H -17.59 1.73 -30.15  C56 1.090
66 H -17.53 3.37 -29.33  C56 1.090
67 H -20.83 2.18 -31.38  N57 1.010
68 H -19.88 1.04 -30.86  N57 1.010
69 C -11.00 3.72 -27.51  O70 1.409, H75 1.090, H76 1.090, H77 1.090
70 O -9.59 3.59 -27.54  C69 1.409, C71 1.449
71 C -8.95 4.37 -28.58  O70 1.449, C72 1.542, H78 1.090, H79 1.090
72 C -7.55 4.69 -28.03  C71 1.542, C73 1.524, N74 1.470, H80 1.090
73 C -7.70 5.70 -26.89  C72 1.524, H81 1.090, H82 1.090, H83 1.090
74 N -6.65 5.20 -29.06  C72 1.470, H84 1.010, H85 1.010
75 H -11.56 2.90 -27.96  C69 1.090
76 H -11.31 4.66 -27.97  C69 1.090
77 H -11.23 3.69 -26.45  C69 1.090
78 H -8.73 3.73 -29.44  C71 1.090
79 H -9.50 5.25 -28.92  C71 1.090
80 H -7.08 3.84 -27.55  C72 1.090
81 H -8.18 6.60 -27.27  C73 1.090
82 H -6.72 5.93 -26.47  C73 1.090
83 H -8.37 5.44 -26.07  C73 1.090
84 H -5.70 5.26 -28.72  N74 1.010
85 H -6.77 6.20 -29.21  N74 1.010
86 C -15.72 6.38 -34.05  O87 1.414, H92 1.090, H93 1.090, H94 1.090
87 O -15.78 7.09 -32.82  C86 1.414, C88 1.427
88 C -16.41 6.42 -31.73  O87 1.427, C89 1.556, H95 1.090, H96 1.090
89 C -16.34 7.30 -30.45  C88 1.556, C90 1.472, N91 1.475, H97 1.090
90 C -14.98 7.77 -30.13  C89 1.472, H98 1.090, H99 1.090, H100 1.090
91 N -16.85 6.39 -29.41  C89 1.475, H101 1.010, H102 1.010
92 H -16.69 6.03 -34.41  C86 1.090
93 H -15.16 5.45 -34.00  C86 1.090
94 H -15.17 7.08 -34.68  C86 1.090
95 H -17.45 6.29 -32.02  C88 1.090
96 H -15.91 5.45 -31.71  C88 1.090
97 H -17.00 8.17 -30.55  C89 1.090
98 H -14.92 8.20 -29.13  C90 1.090
99 H -14.64 8.57 -30.79  C90 1.090
100 H -14.29 6.94 -30.17  C90 1.090
101 H -16.17 5.65 -29.48  N91 1.010
102 H -17.72 5.97 -29.71  N91 1.010
103 C -18.33 9.58 -28.34  O104 1.446, H109 1.090, H110 1.090, H111 1.090
104 O -18.94 10.82 -27.90  C103 1.446, C105 1.486
105 C -19.56 11.57 -29.02  O104 1.486, C106 1.522, H112 1.090, H113 1.090
106 C -20.25 12.80 -28.45  C105 1.522, C107 1.453, N108 1.485, H114 1.090
107 C -21.58 12.44 -27.99  C106 1.453, H115 1.090, H116 1.090, H117 1.090
108 N -20.34 13.89 -29.46  C106 1.485, H118 1.010, H119 1.010
109 H -17.69 9.03 -27.64  C103 1.090
110 H -17.63 9.69 -29.16  C103 1.090
111 H -19.14 8.94 -28.68  C103 1.090
112 H -18.89 11.80 -29.84  C105 1.090
113 H -20.35 10.98 -29.49  C105 1.090
114 H -19.73 13.23 -27.59  C106 1.090
115 H -21.52 11.78 -27.13  C107 1.090
116 H -22.09 11.91 -28.80  C107 1.090
117 H -22.19 13.30 -27.72  C107 1.090
118 H -21.09 14.49 -29.15  N108 1.010
119 H -20.79 13.54 -30.29  N108 1.010
120 C -14.49 1.81 -34.75  O121 1.422, H126 1.090, H127 1.090, H128 1.090
121 O -14.35 2.46 -33.49  C120 1.422, C122 1.417
122 C -14.09 1.70 -32.32  O121 1.417, C123 1.553, H129 1.090, H130 1.090
123 C -14.05 2.70 -31.13  C122 1.553, C124 1.538, N125 1.449, H131 1.090
124 C -13.09 3.89 -31.26  C123 1.538, H132 1.090, H133 1.090, H134 1.090
125 N -13.84 1.97 -29.90  C123 1.449, H135 1.010, H136 1.010
126 H -13.54 1.38 -35.08  C120 1.090
127 H -14.73 2.59 -35.48  C120 1.090
128 H -15.24 1.03 -34.81  C120 1.090
129 H -14.85 0.94 -32.18  C122 1.090
130 H -13.14 1.18 -32.39  C122 1.090
131 H -15.07 3.04 -30.96  C123 1.090
132 H -12.04 3.65 -31.09  C124 1.090
133 H -13.36 4.71 -30.60  C124 1.090
134 H -13.13 4.31 -32.27  C124 1.090
135 H -13.04 1.34 -29.91  N125 1.010
136 H -14.64 1.37 -29.78  N125 1.010
137 C -18.81 0.61 -22.39  O138 1.428, H143 1.090, H144 1.090, H145 1.090
138 O -18.52 0.44 -23.78  C137 1.428, C139 1.427
139 C -19.53 1.07 -24.58  O138 1.427, C140 1.578, H146 1.090, H147 1.090
140 C -19.23 0.84 -26.11  C139 1.578, C141 1.478, N142 1.438, H148 1.090
141 C -17.88 1.33 -26.46  C140 1.478, H149 1.090, H150 1.090, H151 1.090
142 N -20.21 1.53 -26.90  C140 1.438, H152 1.010, H153 1.010
143 H -19.75 0.17 -22.06  C137 1.090
144 H -18.90 1.65 -22.08  C137 1.090
145 H -18.06 0.19 -21.72  C137 1.090
146 H -20.55 0.70 -24.48  C139 1.090
147 H -19.46 2.13 -24.36  C139 1.090
148 H -19.16 -0.22 -26.37  C140 1.090
149 H -17.89 2.40 -26.24  C141 1.090
150 H -17.67 1.22 -27.52  C141 1.090
151 H -17.00 0.97 -25.92  C141 1.090
152 H -20.23 2.52 -26.73  N142 1.010
153 H -20.07 1.43 -27.89  N142 1.010
154 O -15.90 6.43 -26.89  C155 1.453, H158 0.960
155 C -15.93 5.03 -26.52  O154 1.453, C156 1.577, H159 1.090, H160 1.090
156 C -14.72 4.30 -27.22  C155 1.577, O157 1.398, H161 1.090, H162 1.090
157 O -14.90 4.33 -28.60  C156 1.398, H163 0.960
158 H -16.23 6.49 -27.79  O154 0.960
159 H -15.83 4.92 -25.44  C155 1.090
160 H -16.84 4.48 -26.79  C155 1.090
161 H -14.75 3.25 -26.92  C156 1.090
162 H -13.78 4.74 -26.91  C156 1.090
163 H -14.39 3.60 -28.97  O157 0.960
164 O -14.20 0.74 -24.88  C165 1.430, H168 0.960
165 C -12.99 0.09 -24.47  O164 1.430, C166 1.548, H169 1.090, H170 1.090
166 C -12.94 -0.02 -22.92  C165 1.548, O167 1.402, H171 1.090, H172 1.090
167 O -12.49 1.21 -22.42  C166 1.402, H173 0.960
168 H -14.08 1.65 -24.58  O164 0.960
169 H -13.15 -0.84 -25.00  C165 1.090
170 H -12.07 0.45 -24.92  C165 1.090
171 H -12.33 -0.90 -22.70  C166 1.090
172 H -13.95 -0.30 -22.62  C166 1.090
173 H -12.75 1.28 -21.50  O167 0.960
174 O -15.73 7.95 -24.65  C175 1.450, H178 0.960
175 C -14.47 7.69 -23.98  O174 1.450, C176 1.567, H179 1.090, H180 1.090
176 C -14.65 8.05 -22.47  C175 1.567, O177 1.417, H181 1.090, H182 1.090
177 O -14.67 9.44 -22.20  C176 1.417, H183 0.960
178 H -15.78 7.34 -25.39  O174 0.960
179 H -14.14 6.66 -24.13  C175 1.090
180 H -13.75 8.33 -24.50  C175 1.090
181 H -13.90 7.70 -21.76  C176 1.090
182 H -15.62 7.69 -22.12  C176 1.090
183 H -15.22 9.83 -22.88  O177 0.960